# 1
Here is 2 unconnected molecules or ions with the total composition C5H11O2 at a distorted geometry from the Open Molecules 2025 dataset. Energies are from the ωB97M-V functional and the def2-TZVPD basis.

Last column: Löwdin charge in e.
CARTESIAN COORDINATES (ANGSTROEM)
C -1.15 -1.15 1.75  -0.16
C 0.01 -1.05 2.76  -0.16
H -2.05 -0.68 2.15  0.05
H -0.96 -0.60 0.82  0.03
H -1.34 -2.20 1.53  0.05
H 0.59 -0.14 2.56  0.06
H 0.66 -1.91 2.68  0.05
H -0.39 -0.95 3.77  0.05
C 0.60 0.35 -1.50  -0.21
C -0.73 0.92 -1.95  -0.15
C 1.84 1.25 -1.87  -0.77
O 1.74 1.93 -2.91  -0.09
O 2.79 1.17 -1.06  -0.10
H 0.64 0.28 -0.42  0.06
H 0.87 -0.61 -1.97  0.10
H -0.70 1.99 -1.75  0.06
H -1.61 0.41 -1.56  0.05
H -0.79 0.99 -3.04  0.06

Values from the calculation:
Total energy: -347.63577 Eh
Frontier orbital gap: 7.38 eV
Highest occupied orbital energy: -3.8 eV
Energy relative to the best compared isomer or geometry (same formula, charge and spin): 36.5 kJ/mol
Total charge: -1


# 2
Here is 8 unconnected molecules or ions with the total composition C40H92N4O8S4 at a distorted geometry from the Open Molecules 2025 dataset. Energies are from the ωB97M-V functional and the def2-TZVPD basis.

Last column: Löwdin charge in e.
CARTESIAN COORDINATES (ANGSTROEM)
O 4.45 1.61 3.12  -0.34
S 5.35 1.91 2.04  0.67
O 5.46 0.97 0.90  -0.33
C 5.31 3.63 1.60  -0.22
C 6.70 4.16 1.72  -0.25
C 7.69 3.06 1.91  -0.21
C 6.96 2.03 2.84  -0.22
H 4.77 4.09 2.43  0.11
H 4.66 3.69 0.73  0.11
H 7.03 4.59 0.77  0.12
H 6.84 5.08 2.29  0.13
H 8.63 3.43 2.34  0.12
H 7.91 2.52 1.00  0.12
H 6.73 2.32 3.86  0.10
H 7.53 1.12 3.03  0.11
O -0.83 1.74 -2.64  -0.33
S 0.21 0.83 -2.21  0.71
O 0.63 -0.26 -3.09  -0.33
C 1.60 1.98 -1.81  -0.19
C 1.91 1.48 -0.38  -0.20
C 0.53 1.35 0.33  -0.23
C -0.08 0.28 -0.47  -0.22
H 1.15 2.96 -1.98  0.10
H 2.36 1.87 -2.58  0.10
H 2.32 0.48 -0.45  0.10
H 2.54 2.18 0.17  0.10
H -0.01 2.29 0.34  0.12
H 0.54 1.20 1.41  0.11
H -1.01 -0.29 -0.37  0.11
H 0.64 -0.53 -0.46  0.06
O 3.98 -5.32 -4.37  -0.36
S 2.68 -5.87 -4.02  0.71
O 2.41 -7.29 -4.30  -0.35
C 2.51 -5.56 -2.21  -0.24
C 1.20 -4.86 -1.98  -0.23
C 0.93 -3.85 -3.14  -0.16
C 1.34 -4.63 -4.44  -0.18
H 3.42 -4.98 -2.04  0.09
H 2.65 -6.48 -1.63  0.10
H 0.41 -5.59 -1.83  0.12
H 1.43 -4.43 -1.00  0.11
H 1.40 -2.91 -2.89  0.10
H -0.15 -3.74 -3.07  0.11
H 1.91 -4.11 -5.21  0.09
H 0.64 -5.32 -4.92  0.09
O -3.19 -0.17 1.41  -0.36
S -4.32 0.01 2.34  0.74
O -5.08 -1.12 2.87  -0.35
C -3.76 0.90 3.88  -0.21
C -4.95 1.84 4.21  -0.20
C -5.33 2.52 2.89  -0.25
C -5.49 1.41 1.91  -0.22
H -2.90 1.49 3.58  0.09
H -3.41 0.16 4.60  0.09
H -5.87 1.42 4.62  0.12
H -4.67 2.67 4.86  0.11
H -4.64 3.23 2.44  0.10
H -6.13 3.26 2.87  0.12
H -5.20 1.77 0.92  0.07
H -6.48 0.96 1.85  0.10
C -1.89 -2.54 -6.65  -0.12
C -2.91 -1.53 -7.00  -0.26
N -2.55 -0.31 -7.81  -0.16
C -1.16 0.22 -7.56  -0.28
C -1.02 0.75 -6.22  -0.11
C -2.77 -0.48 -9.25  -0.24
C -3.86 0.62 -9.47  -0.09
H -2.19 -3.35 -5.98  0.08
H -1.06 -2.04 -6.14  0.06
H -1.53 -3.03 -7.55  0.08
H -3.73 -2.13 -7.41  0.11
H -3.26 -1.27 -6.00  0.10
H -0.28 -0.37 -7.82  0.11
H -1.08 1.12 -8.17  0.11
H -0.79 1.81 -6.17  0.08
H -2.01 0.64 -5.78  0.07
H -0.31 0.21 -5.59  0.06
H -3.19 -1.44 -9.55  0.10
H -1.95 -0.42 -9.98  0.10
H -3.77 1.07 -10.46  0.06
H -3.83 1.46 -8.77  0.06
H -4.85 0.32 -9.12  0.06
C 0.60 0.36 4.73  -0.09
C -0.12 0.20 6.02  -0.27
N 0.19 1.11 7.09  -0.20
C -0.77 1.33 8.17  -0.24
C -2.19 1.80 7.64  -0.07
C 1.37 0.64 7.77  -0.26
C 2.74 0.42 6.99  -0.06
H 1.65 0.06 4.78  0.05
H 0.42 1.25 4.12  0.08
H 0.20 -0.30 3.97  0.07
H -1.18 0.27 5.76  0.09
H -0.12 -0.83 6.38  0.12
H -0.70 0.46 8.83  0.10
H -0.51 2.14 8.85  0.10
H -2.81 0.96 7.34  0.06
H -2.63 2.23 8.54  0.06
H -1.96 2.51 6.85  0.07
H 1.03 -0.29 8.22  0.10
H 1.52 1.39 8.55  0.11
H 3.56 0.77 7.62  0.06
H 2.76 1.18 6.21  0.06
H 2.90 -0.58 6.59  0.06
C 2.26 -1.70 1.67  -0.08
C 3.71 -1.91 1.82  -0.26
N 4.14 -3.35 1.75  -0.17
C 5.64 -3.36 1.86  -0.27
C 6.23 -4.67 1.42  -0.10
C 3.51 -4.38 2.62  -0.23
C 3.92 -4.07 4.06  -0.10
H 2.11 -0.64 1.88  0.06
H 1.60 -2.32 2.27  0.08
H 1.87 -1.57 0.66  0.05
H 4.25 -1.36 1.05  0.10
H 4.01 -1.43 2.75  0.10
H 5.99 -2.68 1.09  0.11
H 5.96 -3.02 2.84  0.11
H 6.40 -5.31 2.28  0.07
H 5.68 -5.19 0.63  0.08
H 7.23 -4.42 1.06  0.07
H 3.79 -5.39 2.33  0.11
H 2.42 -4.34 2.69  0.09
H 4.90 -4.50 4.27  0.06
H 3.23 -4.70 4.63  0.07
H 3.78 -3.07 4.46  0.07
C -6.66 0.52 -2.35  -0.10
C -6.51 2.08 -2.28  -0.19
N -5.26 2.72 -1.64  -0.17
C -3.99 2.20 -2.14  -0.24
C -3.64 2.52 -3.63  -0.07
C -5.32 4.13 -1.65  -0.33
C -4.47 4.82 -0.65  -0.09
H -6.13 -0.05 -3.11  0.06
H -7.66 0.13 -2.55  0.07
H -6.42 0.05 -1.40  0.06
H -6.60 2.43 -3.30  0.10
H -7.46 2.24 -1.77  0.10
H -4.00 1.11 -2.08  0.11
H -3.19 2.66 -1.56  0.10
H -4.57 2.35 -4.16  0.06
H -2.77 1.94 -3.93  0.04
H -3.44 3.57 -3.86  0.07
H -5.24 4.65 -2.61  0.12
H -6.32 4.46 -1.38  0.11
H -4.24 4.20 0.22  0.07
H -3.59 5.32 -1.03  0.07
H -5.01 5.73 -0.38  0.07

Values from the calculation:
Total energy: -3992.58611 Eh
SMILES string: O=S1(=O)CCCC1.O=S1(=O)CCCC1.O=S1(=O)CCCC1.O=S1(=O)CCCC1.CCN(CC)CC.CCN(CC)CC.CCN(CC)CC.CCN(CC)CC
Frontier orbital gap: 8.14 eV
Highest occupied orbital energy: -8.0 eV
Energy relative to the best compared isomer or geometry (same formula, charge and spin): 731.8 kJ/mol


# 3
Here is a molecular structure, C16H33CaClP2 at a distorted geometry from the Open Molecules 2025 dataset. Energies are from the ωB97M-V functional and the def2-TZVPD basis.

Last column: Löwdin charge in e.
CARTESIAN COORDINATES (ANGSTROEM)
P -0.11 2.93 0.10  0.75
P -0.23 -0.31 2.87  0.65
C 0.05 1.02 0.04  -0.44
C -0.72 0.04 1.04  -0.26
H 1.15 0.74 -0.11  -0.02
H -0.31 0.84 -1.02  0.03
H -1.81 0.29 1.01  0.08
H -0.55 -0.93 0.53  0.03
C 1.24 -1.35 2.54  -0.25
H 1.71 -1.51 3.53  0.08
H 1.98 -0.99 1.77  0.00
H 0.82 -2.30 2.16  0.03
C -1.35 -1.56 3.44  -0.23
H -1.03 -2.56 3.11  0.04
H -2.38 -1.50 3.08  0.06
H -1.40 -1.62 4.53  0.06
C 0.86 3.30 -1.38  -0.23
H 1.02 4.39 -1.38  0.05
H 0.24 3.07 -2.27  0.05
H 1.82 2.78 -1.49  0.03
C -1.74 3.05 -0.64  -0.30
H -2.50 2.42 -0.15  0.04
H -1.69 2.76 -1.70  0.00
H -2.07 4.09 -0.61  0.05
Ca 1.77 1.30 1.81  0.71
C -0.60 -2.72 -0.93  -0.14
C 0.74 -2.68 -0.77  -0.11
C 1.66 -2.77 -1.97  -0.18
C 1.42 -1.75 -3.16  -0.17
C 0.74 -0.49 -2.80  -0.13
C -0.61 -0.28 -2.75  -0.13
C -1.58 -1.43 -2.98  -0.18
C -1.38 -2.81 -2.20  -0.16
C 0.51 3.63 1.79  -0.33
H -1.25 -2.72 -0.05  0.10
H 1.25 -2.77 0.23  0.09
H 1.70 -3.78 -2.40  0.12
H 2.65 -2.56 -1.58  0.09
H 2.41 -1.51 -3.59  0.12
H 0.72 -2.28 -3.83  0.10
H 1.37 0.31 -2.49  0.08
H -1.06 0.74 -2.89  0.10
H -1.74 -1.69 -4.05  0.12
H -2.56 -1.03 -2.68  0.09
H -2.40 -3.17 -1.98  0.11
H -0.79 -3.41 -2.88  0.10
H -0.13 3.34 2.62  0.02
H 0.05 4.54 1.40  0.01
H 1.57 3.85 2.14  0.00
Cl 2.27 1.95 4.14  -0.06
C 0.35 0.90 3.88  -0.74
H 0.29 0.48 4.90  0.03
H -0.36 1.74 4.07  0.02

Values from the calculation:
Total energy: -2449.52806 Eh
Frontier orbital gap: 3.04 eV
Highest occupied orbital energy: -3.1 eV


# 4
Here is C7H15N in the gas phase at a distorted geometry from the Open Molecules 2025 dataset. Energies are from the ωB97M-V functional and the def2-TZVPD basis.

Last column: Löwdin charge in e.
CARTESIAN COORDINATES (ANGSTROEM)
C -0.01 -2.16 -0.92  0.04
C 0.15 -1.30 0.07  -0.32
C -0.75 -1.25 1.28  -0.21
C -2.17 -0.78 0.97  -0.10
C 1.25 -0.26 -0.02  -0.15
C 0.83 1.04 -0.71  -0.44
C 0.05 2.02 0.14  -0.06
N 1.98 1.73 -1.31  0.03
H -0.79 -2.94 -0.93  0.07
H 0.61 -2.26 -1.80  0.06
H -0.86 -2.29 1.60  0.11
H -0.35 -0.64 2.08  0.10
H -2.21 0.26 0.69  0.05
H -2.65 -1.33 0.16  0.07
H -2.83 -0.92 1.83  0.07
H 2.09 -0.63 -0.60  0.10
H 1.72 -0.06 0.96  0.12
H 0.20 0.76 -1.55  0.13
H -0.76 2.51 -0.39  0.08
H -0.48 1.57 0.96  0.05
H 0.66 2.78 0.61  0.08
H 2.08 1.58 -2.30  0.07
H 2.24 2.56 -0.81  0.06

Values from the calculation:
Total energy: -330.42922 Eh
SMILES string: C=C(CC)C[C@@H](C)N
Frontier orbital gap: 9.78 eV
Highest occupied orbital energy: -8.7 eV
Energy relative to the best compared isomer or geometry (same formula, charge and spin): 101.6 kJ/mol


# 5
Here is 2 unconnected molecules or ions with the total composition H2O4S at a distorted geometry from the Open Molecules 2025 dataset. Energies are from the ωB97M-V functional and the def2-TZVPD basis.

Last column: Löwdin charge in e.
CARTESIAN COORDINATES (ANGSTROEM)
O -2.33 -1.21 0.61  -0.12
O 0.32 -0.47 -0.22  -0.08
O -3.02 -0.68 -0.34  -0.65
O -0.22 0.65 0.58  -0.14
S -3.63 0.82 -0.23  0.78
H -0.60 0.28 1.47  0.13
H 0.23 -0.19 -1.13  0.08

Values from the calculation:
Total energy: -700.01766 Eh
Frontier orbital gap (alpha / beta): 7.23 / 7.23 eV
Highest occupied orbital energy (alpha / beta): -10.1 / -10.1 eV
Energy relative to the best compared isomer or geometry (same formula, charge and spin): 554.6 kJ/mol